*P*
An isolated molecule of C2H2N4O2. Source: the OMol25 dataset; level of theory: the ωB97M-V functional and the def2-TZVPD basis.

Last column: Mulliken charge in e.
CARTESIAN COORDINATES (ANGSTROEM)
O 0.628 0.813 0.096  -0.268
O 1.451 -1.436 -0.077  -0.277
N -2.700 0.509 -0.099  -0.123
N -1.083 -0.834 0.111  -0.034
N -1.642 1.303 -0.034  -0.316
N -2.332 -0.745 0.034  -0.275
C 1.656 -0.187 -0.001  -0.064
C -0.637 0.423 0.074  0.789
H 2.324 -0.091 0.876  0.305
H 2.335 0.247 -0.980  0.264

Output
HOMO (alpha / beta)   -10.8 / -11.0 eV
2S+1   1
Charge   0


*Q*
A structure of composition C2H2N4O2. Source: the OMol25 dataset; level of theory: the ωB97M-V functional and the def2-TZVPD basis.

Last column: Mulliken charge in e.
CARTESIAN COORDINATES (ANGSTROEM)
O 1.769 -1.087 0.694  -0.379
O -2.223 0.502 -1.412  -0.351
N -0.386 -1.022 -0.249  -0.340
N -1.172 1.187 -0.629  -0.298
N 0.614 1.181 0.771  0.079
N 1.354 0.479 1.342  0.014
C 0.733 -1.511 0.079  0.236
C -0.232 0.412 -0.253  0.372
H 0.655 -2.606 -0.293  0.321
H -2.895 1.102 -1.563  0.346

Output
HOMO   -9.9 eV
2S+1   1
Charge   0


The structure with the greatest stability is *Q*.


*P*
An isolated molecule of CH4Cl2SSi. Source: the OMol25 dataset; level of theory: the ωB97M-V functional and the def2-TZVPD basis.

Last column: Mulliken charge in e.
CARTESIAN COORDINATES (ANGSTROEM)
Cl 1.965 -1.379 0.749  -0.137
Cl -0.872 -0.105 0.989  -0.047
S 0.727 0.618 -1.968  -0.236
Si -1.075 0.854 -0.844  0.550
C 0.587 -1.382 1.788  -0.151
H 1.252 -0.367 -1.244  0.071
H -1.252 2.268 -0.579  -0.091
H -2.175 0.188 -1.518  -0.088
H 0.843 -0.696 2.626  0.129

Output
HOMO   -8.4 eV
2S+1   1
Charge   0


*Q*
A cluster of 2 separate species, CH4Cl2SSi in total. Source: the OMol25 dataset; level of theory: the ωB97M-V functional and the def2-TZVPD basis.

Last column: Mulliken charge in e.
CARTESIAN COORDINATES (ANGSTROEM)
Cl -0.195 1.568 2.263  -0.193
Cl 2.205 -1.301 -0.639  0.016
S -2.219 -1.012 1.163  -0.323
Si -1.361 0.991 0.763  0.712
C 2.518 -0.452 -2.015  -0.212
H -1.198 -1.671 0.616  0.121
H -2.454 1.838 0.651  -0.168
H -0.775 0.938 -0.453  -0.148
H 3.479 -0.899 -2.348  0.195

Output
HOMO   -9.4 eV
2S+1   1
Charge   0


The structure with the greatest stability is *Q*.